one:
{
  "formula": "C6H6ClNS",
  "method": "the ωB97M-V functional and the def2-TZVPD basis",
  "elements": ["Cl", "S", "N", "C", "C", "C", "C", "C", "C", "H", "H", "H", "H", "H", "H"],
  "coordinates": [[3.256, 1.554, -0.105], [2.379, -0.273, -0.465], [2.055, -2.705, 0.291], [-1.565, -0.618, -0.720], [-2.032, 0.521, -0.109], [-0.174, -0.749, -0.779], [-1.184, 1.442, 0.483], [0.696, 0.129, -0.162], [0.215, 1.190, 0.528], [-2.177, -1.396, -1.098], [-1.656, 2.307, 0.979], [2.122, -2.498, 1.256], [-3.088, 0.760, -0.092], [0.738, 2.081, 0.860], [0.414, -1.744, -0.868]],
  "orbital_gap_ev": [7.191, 6.984],
  "charge": 0
}

=====

two:
{
  "formula": "C6H6ClNS",
  "method": "the ωB97M-V functional and the def2-TZVPD basis",
  "elements": ["Cl", "S", "N", "C", "C", "C", "C", "C", "C", "H", "H", "H", "H", "H", "H"],
  "coordinates": [[-4.785, 2.068, 0.628], [-3.688, -0.385, -0.247], [-2.443, -1.394, 0.466], [1.119, -0.179, -0.034], [-1.311, -0.899, 0.438], [2.294, -0.976, 0.458], [-3.645, 0.893, 0.885], [-0.151, -0.439, 0.313], [1.219, 0.984, -0.978], [3.155, -0.278, 0.668], [1.561, 1.730, -0.321], [2.070, -1.613, 1.336], [2.471, -1.583, -0.309], [0.278, 1.343, -1.516], [1.858, 0.728, -1.786]],
  "orbital_gap_ev": 8.461,
  "charge": 0
}

=====

Of them, one has the highest stability.

=====

one:
{
  "formula": "C5H10ClN2O2",
  "method": "the ωB97M-V functional and the def2-TZVPD basis",
  "elements": ["Cl", "O", "O", "N", "N", "C", "C", "C", "C", "C", "H", "H", "H", "H", "H", "H", "H", "H", "H", "H"],
  "coordinates": [[-0.091, -0.665, -3.077], [3.230, -0.329, 0.470], [2.158, -0.297, 2.432], [-0.109, 0.810, 1.359], [-0.093, 2.232, 1.581], [2.239, -0.104, 1.218], [-1.814, -1.329, -1.140], [0.974, 0.422, 0.464], [-0.628, -0.374, -1.371], [0.517, -0.734, -0.405], [-2.282, -1.044, -0.201], [-1.392, -2.320, -1.037], [1.268, 1.282, -0.148], [0.211, -1.546, 0.250], [-0.168, 2.717, 0.686], [-2.503, -1.301, -1.977], [1.371, -1.095, -0.961], [-0.899, 2.456, 2.146], [-0.980, 0.641, -1.228], [-1.007, 0.579, 0.940]],
  "orbital_gap_ev": 7.110,
  "charge": -1
}

=====

two:
{
  "formula": "C5H10ClN2O2",
  "method": "the ωB97M-V functional and the def2-TZVPD basis",
  "elements": ["Cl", "O", "O", "N", "N", "C", "C", "C", "C", "C", "H", "H", "H", "H", "H", "H", "H", "H", "H", "H"],
  "coordinates": [[-0.079, 0.994, 2.030], [-0.447, -3.635, 0.126], [0.457, -3.751, 2.096], [-0.121, -3.111, 1.212], [-0.374, -1.965, 1.574], [0.405, 1.427, -0.429], [-1.991, -0.448, 0.157], [1.792, -0.438, 0.739], [0.436, 0.202, 0.519], [-0.570, -0.880, 0.125], [1.206, 2.158, -0.340], [2.056, -1.045, -0.257], [0.795, 0.921, -1.320], [-0.330, -1.608, -0.705], [-2.163, 0.133, -0.813], [-2.295, 0.299, 0.898], [-2.526, -1.300, 0.436], [1.901, -1.094, 1.619], [2.630, 0.264, 0.748], [-0.625, 1.686, -0.570]],
  "orbital_gap_ev": 7.023,
  "charge": -1
}

=====

Of them, one has the highest stability.

=====

one:
{
  "formula": "C2H12O3S",
  "method": "the ωB97M-V functional and the def2-TZVPD basis",
  "elements": ["S", "O", "O", "O", "C", "C", "H", "H", "H", "H", "H", "H", "H", "H", "H", "H", "H", "H"],
  "coordinates": [[-0.573, 1.749, -1.188], [-1.940, -0.894, 1.330], [-0.331, -2.260, -0.517], [2.792, -0.439, 1.117], [-0.340, 1.680, 0.594], [0.642, 0.638, -1.904], [0.611, 0.767, -2.985], [1.672, 0.807, -1.583], [-1.054, -2.813, -0.840], [2.265, -0.992, 0.526], [0.408, -0.407, -1.704], [-2.409, -1.342, 2.043], [-1.284, 1.589, 1.116], [0.168, 2.578, 0.951], [-2.459, -0.210, 0.891], [0.269, 0.850, 0.958], [-0.786, -1.714, 0.152], [2.347, 0.415, 1.044]],
  "orbital_gap_ev": 8.855,
  "charge": 0
}

=====

two:
{
  "formula": "C2H12O3S",
  "method": "the ωB97M-V functional and the def2-TZVPD basis",
  "elements": ["S", "O", "O", "O", "C", "C", "H", "H", "H", "H", "H", "H", "H", "H", "H", "H", "H", "H"],
  "coordinates": [[-2.908, -1.679, 2.244], [3.169, 2.912, 0.201], [0.443, 1.670, -5.313], [2.774, 3.874, -2.718], [-1.150, -2.194, 1.872], [-3.430, -3.176, 3.107], [3.416, 3.226, 1.059], [3.656, 4.180, -2.517], [-2.879, -3.193, 4.040], [-0.525, -1.359, 2.200], [-1.184, -2.316, 0.801], [-4.493, -3.045, 3.319], [3.901, 2.294, 0.073], [-0.780, -2.955, 2.549], [1.062, 1.040, -5.660], [-0.423, 1.575, -5.721], [2.739, 3.205, -2.011], [-3.388, -4.056, 2.474]],
  "orbital_gap_ev": 8.989,
  "charge": 0
}

=====

Of them, one has the highest stability.

=====

one:
{
  "formula": "C4H4N",
  "method": "the ωB97M-V functional and the def2-TZVPD basis",
  "elements": ["N", "C", "C", "C", "C", "H", "H", "H", "H"],
  "coordinates": [[-1.430, 0.142, -0.020], [-0.192, 0.433, 0.113], [0.997, 0.913, -0.010], [1.501, -0.463, -0.005], [-2.562, -0.104, -0.064], [-3.403, -0.700, 0.215], [1.575, 1.850, -0.306], [1.846, -0.964, -0.855], [1.669, -1.108, 0.933]],
  "orbital_gap_ev": 8.350,
  "charge": 1
}

=====

two:
{
  "formula": "C4H4N",
  "method": "the ωB97M-V functional and the def2-TZVPD basis",
  "elements": ["N", "C", "C", "C", "C", "H", "H", "H", "H"],
  "coordinates": [[1.587, 0.194, -0.086], [2.703, 0.049, 0.105], [-0.774, 1.018, -0.009], [0.305, 0.243, -0.090], [-1.080, -0.485, 0.070], [-1.185, 2.073, 0.150], [-1.552, -0.909, 1.109], [-1.632, -0.861, -0.793], [3.752, -0.238, -0.003]],
  "orbital_gap_ev": 8.982,
  "charge": 1
}

=====

Of them, two has the highest stability.